Computed, not measured: a cluster of 8 separate species, C43H77N8O3 in total at a distorted geometry, with wB97M-V/def2-TZVPD.

XYZ file:
```
131
C43H77N8O3 (wB97M-V/def2-TZVPD)
C -4.09 -1.79 1.46
C -4.47 -1.33 0.06
O -3.57 -1.80 -0.97
C -2.40 -1.11 -0.87
O -1.44 -1.63 -0.47
C -2.34 0.37 -1.25
C -1.09 0.62 -2.09
C -0.69 2.10 -2.24
C -0.85 2.93 -0.96
C -2.19 3.72 -0.94
C -2.30 4.66 0.28
C -3.62 4.28 1.03
C -2.49 6.12 -0.17
N -1.21 4.48 1.26
O -1.37 3.45 2.01
C 0.14 4.61 0.68
C 0.67 6.07 0.61
C 1.10 3.83 1.60
C 0.27 3.96 -0.73
H -4.49 -2.78 1.66
H -3.03 -1.77 1.66
H -4.58 -1.13 2.17
H -5.44 -1.77 -0.18
H -4.61 -0.25 -0.02
H -3.25 0.66 -1.77
H -2.36 0.91 -0.30
H -1.32 0.25 -3.09
H -0.22 0.08 -1.72
H 0.38 2.10 -2.47
H -1.16 2.58 -3.09
H -0.82 2.24 -0.11
H -2.12 4.36 -1.83
H -3.06 3.09 -1.09
H -3.71 3.19 0.97
H -3.60 4.58 2.07
H -4.46 4.68 0.47
H -3.44 6.15 -0.69
H -1.66 6.45 -0.81
H -2.60 6.75 0.72
H 0.99 6.32 -0.39
H -0.05 6.79 0.99
H 1.58 6.13 1.21
H 2.12 4.09 1.30
H 1.01 2.75 1.46
H 0.99 4.12 2.64
H 0.15 4.71 -1.51
H 1.25 3.48 -0.80
C 3.93 -3.21 -1.70
C 2.56 -3.36 -1.05
C 1.58 -2.25 -1.45
C 2.11 -0.94 -1.04
N 2.52 0.08 -0.72
H 4.42 -2.29 -1.39
H 4.57 -4.04 -1.41
H 3.85 -3.21 -2.79
H 2.68 -3.37 0.04
H 2.13 -4.32 -1.33
H 0.61 -2.40 -0.97
H 1.43 -2.24 -2.53
C 5.50 -3.41 3.16
C 6.83 -3.67 2.46
C 6.69 -3.89 0.96
C 5.84 -5.07 0.70
N 5.19 -5.99 0.51
H 4.83 -4.26 3.07
H 5.66 -3.23 4.22
H 5.00 -2.53 2.74
H 7.31 -4.54 2.92
H 7.50 -2.82 2.63
H 7.66 -4.06 0.50
H 6.24 -3.02 0.48
C -8.81 -3.29 0.55
C -8.01 -4.46 1.12
C -8.01 -4.49 2.65
C -7.40 -3.26 3.18
N -6.92 -2.31 3.58
H -8.38 -2.33 0.84
H -8.81 -3.33 -0.54
H -9.85 -3.32 0.89
H -6.99 -4.41 0.75
H -8.44 -5.40 0.75
H -7.44 -5.35 3.01
H -9.03 -4.57 3.04
C -5.14 -8.26 3.34
C -5.34 -8.67 4.80
C -6.56 -9.58 5.01
C -7.79 -8.90 4.59
N -8.74 -8.37 4.27
H -5.99 -7.68 2.97
H -4.25 -7.64 3.24
H -5.02 -9.14 2.71
H -5.45 -7.77 5.41
H -4.45 -9.19 5.15
H -6.65 -9.85 6.06
H -6.45 -10.50 4.43
C 2.60 8.90 -2.02
C 1.57 9.89 -2.53
C 0.19 9.71 -1.89
C -0.33 8.36 -2.17
N -0.72 7.32 -2.40
H 2.32 7.87 -2.25
H 3.57 9.09 -2.49
H 2.73 8.98 -0.94
H 1.48 9.79 -3.61
H 1.92 10.91 -2.34
H -0.51 10.44 -2.27
H 0.25 9.83 -0.80
C 9.12 -8.85 1.94
C 8.51 -9.17 3.29
C 7.65 -8.02 3.84
C 8.47 -6.81 4.03
N 9.10 -5.88 4.17
H 9.81 -8.00 2.00
H 9.70 -9.70 1.57
H 8.35 -8.61 1.20
H 9.30 -9.41 4.00
H 7.88 -10.06 3.20
H 7.22 -8.30 4.81
H 6.84 -7.79 3.16
C 1.46 8.65 -8.35
C 2.27 7.50 -7.76
C 2.35 7.55 -6.23
C 3.01 8.79 -5.80
N 3.52 9.75 -5.46
H 1.92 9.62 -8.13
H 1.40 8.56 -9.44
H 0.44 8.66 -7.96
H 3.27 7.51 -8.19
H 1.81 6.55 -8.06
H 2.92 6.70 -5.86
H 1.35 7.51 -5.79
```

spin multiplicity = 2
frontier orbital gap (alpha / beta) = 8.61 / 9.74 eV
HOMO (alpha / beta) = -0.2925 / -0.3344 Ha
expectation value of S² = 0.7541


Computed, not measured: a cluster of 6 separate species, C30H57F9O15 in total at a distorted geometry, with wB97M-V/def2-TZVPD.

XYZ file:
```
111
C30H57F9O15 (wB97M-V/def2-TZVPD)
C 6.03 -2.41 1.64
C 5.74 -0.92 1.32
O 4.73 -0.98 0.35
C 3.46 -0.66 0.65
O 3.08 -0.20 1.71
C 2.46 -0.85 -0.53
F 3.07 -1.43 -1.62
F 1.42 -1.59 -0.14
F 2.08 0.31 -0.97
H 6.41 -2.93 0.76
H 5.15 -2.93 2.02
H 6.86 -2.54 2.34
H 6.62 -0.51 0.82
H 5.52 -0.37 2.24
C 1.21 3.89 1.13
C 0.65 4.73 -0.02
O -0.30 5.62 0.53
C -1.62 5.21 0.80
O -2.09 4.27 0.26
C -2.39 6.06 1.81
F -1.65 6.98 2.37
F -3.38 6.75 1.14
F -2.85 5.25 2.69
H 1.73 2.99 0.78
H 0.46 3.68 1.89
H 2.00 4.49 1.59
H 0.17 4.02 -0.70
H 1.44 5.32 -0.48
C -1.39 0.76 0.29
C -0.94 0.07 1.59
O -1.09 -1.30 1.59
C -0.91 -2.16 2.64
O -0.65 -1.74 3.76
C -0.94 -3.66 2.32
F -1.13 -3.89 1.03
F 0.24 -4.21 2.70
F -1.91 -4.25 3.08
H -2.37 1.21 0.44
H -1.42 -0.02 -0.48
H -0.74 1.59 0.00
H -1.37 0.55 2.47
H 0.13 0.26 1.70
C 6.63 -1.48 7.71
O 7.60 -2.50 7.49
C 7.12 -3.72 6.97
C 6.32 -3.53 5.65
O 4.96 -3.25 5.96
C 4.23 -3.06 4.77
C 2.76 -2.78 5.14
O 2.15 -4.02 5.59
C 0.79 -4.01 6.06
H 7.09 -0.56 8.07
H 6.02 -1.80 8.55
H 6.00 -1.31 6.84
H 6.62 -4.23 7.79
H 8.04 -4.28 6.79
H 6.46 -4.40 5.00
H 6.87 -2.75 5.11
H 4.30 -3.95 4.13
H 4.64 -2.19 4.27
H 2.23 -2.48 4.23
H 2.75 -2.05 5.94
H 0.00 -3.92 5.31
H 0.62 -3.15 6.70
H 0.76 -4.97 6.56
C 4.05 -1.52 -6.13
O 2.82 -0.87 -5.73
C 1.80 -1.00 -6.68
C 0.70 -0.01 -6.44
O 1.12 1.37 -6.36
C 0.18 2.38 -6.35
C -0.77 2.45 -5.13
O -0.12 2.68 -3.89
C 0.57 1.61 -3.25
H 4.75 -1.35 -5.31
H 4.51 -1.13 -7.04
H 3.87 -2.59 -6.20
H 1.42 -2.01 -6.84
H 2.32 -0.77 -7.61
H 0.13 -0.21 -5.53
H -0.09 -0.10 -7.19
H -0.33 2.22 -7.29
H 0.67 3.35 -6.46
H -1.44 1.59 -5.08
H -1.45 3.28 -5.29
H 0.91 2.00 -2.29
H 1.51 1.31 -3.72
H -0.04 0.72 -3.13
C -3.51 0.67 -2.70
O -4.92 0.99 -2.64
C -5.38 1.13 -1.32
C -6.76 1.89 -1.25
O -7.68 1.23 -2.14
C -9.05 1.74 -2.05
C -10.06 0.93 -2.84
O -9.72 0.74 -4.17
C -10.71 -0.02 -4.86
H -3.34 -0.41 -2.60
H -2.88 1.16 -1.97
H -3.07 1.01 -3.64
H -4.72 1.81 -0.77
H -5.30 0.14 -0.89
H -6.71 2.97 -1.42
H -7.06 1.66 -0.23
H -9.28 2.75 -2.37
H -9.29 1.50 -1.01
H -11.03 1.41 -2.76
H -10.19 -0.08 -2.43
H -11.70 0.42 -4.75
H -10.72 -1.02 -4.43
H -10.54 -0.04 -5.94
```

frontier orbital gap = 9.79 eV
HOMO = -0.3418 Ha
relative energy (zero: lowest compared OMol25 entry of this formula, charge and spin) = 289.33 kJ/mol


Computed, not measured: a cluster of 2 separate species, C10H20Cl2N3O2 in total at a distorted geometry, with wB97M-V/def2-TZVPD.

XYZ file:
```
37
C10H20Cl2N3O2 (wB97M-V/def2-TZVPD)
C 5.88 0.30 0.06
C 4.66 0.43 -0.80
O 4.01 -0.51 -1.18
O 4.34 1.71 -1.16
C 3.29 2.32 -0.42
C 1.97 1.58 -0.55
C 0.92 2.16 0.41
N -0.44 1.94 -0.12
C -0.85 0.71 -0.47
N -1.56 0.47 -1.60
C -1.31 -0.96 -1.95
C -1.00 -1.58 -0.57
N -0.64 -0.40 0.24
H 5.59 -0.03 1.05
H 6.51 -0.47 -0.38
H 6.44 1.23 0.11
H 3.57 2.45 0.63
H 3.17 3.31 -0.84
H 2.08 0.52 -0.35
H 1.60 1.73 -1.56
H 0.99 1.64 1.37
H 1.05 3.22 0.58
H -1.09 2.71 -0.21
H -1.30 1.11 -2.33
H -0.43 -1.00 -2.58
H -2.16 -1.44 -2.43
H -0.21 -2.33 -0.59
H -1.88 -2.04 -0.12
H 0.16 -0.45 0.85
Cl -6.64 -1.83 0.22
C -5.88 -2.79 1.51
C -5.03 -1.94 2.42
Cl -3.58 -1.31 1.57
H -5.30 -3.58 1.05
H -6.68 -3.24 2.09
H -4.67 -2.53 3.26
H -5.58 -1.09 2.80
```

total charge = +1
frontier orbital gap = 10.21 eV
HOMO = -0.4810 Ha


Computed, not measured: a cluster of 2 separate species, C3H4OS2 in total at a distorted geometry, with wB97M-V/def2-TZVPD.

XYZ file:
```
10
C3H4OS2 (wB97M-V/def2-TZVPD)
C 2.37 0.32 1.32
C -0.88 -0.97 0.05
C -1.20 0.39 -0.39
O 0.19 -1.50 -0.15
S 3.30 -0.55 0.15
S 2.11 1.25 -0.09
H -1.79 -1.55 0.45
H -2.30 0.60 -0.56
H -0.66 0.82 -1.25
H -1.14 1.17 0.47
```

frontier orbital gap = 8.15 eV
HOMO = -0.3312 Ha
relative energy (zero: lowest compared OMol25 entry of this formula, charge and spin) = 393.42 kJ/mol


Computed, not measured: a structure of composition C44H42N4O5PtTe at a distorted geometry, with wB97M-V/def2-TZVPD.

XYZ file:
```
97
C44H42N4O5PtTe (wB97M-V/def2-TZVPD)
Pt -1.89 1.11 -0.53
O 4.69 2.30 -1.90
C 4.29 2.30 -0.76
O 4.73 2.42 0.36
C 2.70 1.99 -0.71
C 2.06 1.94 0.52
C 0.74 1.52 0.57
N 0.11 1.12 -0.59
C 0.69 1.35 -1.82
C 2.01 1.77 -1.89
C -0.12 1.20 -3.01
C 0.44 1.04 -4.29
C -0.38 0.96 -5.40
C -1.77 1.05 -5.22
C -2.25 1.19 -3.93
N -1.47 1.24 -2.87
C -0.03 1.50 1.80
C 0.44 1.98 3.03
C -0.42 2.08 4.10
C -1.74 1.65 3.96
C -2.12 1.09 2.76
N -1.30 1.03 1.72
H 2.61 2.21 1.40
H 2.49 1.96 -2.83
H 1.51 0.98 -4.41
H 0.03 0.83 -6.38
H -2.44 1.03 -6.06
H -3.31 1.28 -3.74
H 1.47 2.28 3.13
H -0.09 2.50 5.04
H -2.44 1.73 4.78
H -3.10 0.68 2.60
C -6.15 2.18 -0.67
C -4.66 2.40 -0.59
O -3.99 1.34 -0.53
C -4.15 3.73 -0.60
C -5.04 4.83 -0.67
C -4.60 6.13 -0.71
C -3.23 6.40 -0.70
C -2.33 5.38 -0.62
C -2.74 4.02 -0.55
O -1.81 3.15 -0.44
H -6.34 1.11 -0.68
H -6.56 2.62 -1.57
H -6.65 2.62 0.19
H -6.10 4.65 -0.68
H -5.31 6.94 -0.77
H -2.88 7.42 -0.76
H -1.26 5.55 -0.61
C -3.81 -1.51 -1.50
C -2.36 -1.78 -1.20
O -1.87 -2.90 -1.48
N -1.66 -0.88 -0.58
Te 0.37 -2.02 -0.53
C 2.28 -3.17 -0.82
C 2.57 -4.24 0.01
C 1.60 -4.76 1.02
C 3.82 -4.84 -0.12
C 4.74 -4.42 -1.07
C 6.08 -5.06 -1.19
C 4.37 -3.40 -1.94
C 3.14 -2.77 -1.84
C 2.75 -1.68 -2.79
C 0.70 -1.71 1.56
C -0.34 -2.01 2.45
C -1.60 -2.68 2.01
C -0.19 -1.69 3.79
C 0.99 -1.14 4.28
C 1.14 -0.79 5.72
C 2.03 -0.93 3.39
C 1.91 -1.20 2.03
C 3.09 -0.93 1.15
H -4.29 -2.43 -1.81
H -3.90 -0.77 -2.29
H -4.30 -1.12 -0.60
H 0.58 -4.57 0.67
H 1.74 -4.27 1.98
H 1.73 -5.83 1.16
H 4.07 -5.67 0.53
H 6.18 -5.90 -0.51
H 6.86 -4.34 -0.95
H 6.26 -5.41 -2.21
H 5.06 -3.08 -2.71
H 3.46 -1.62 -3.61
H 2.75 -0.71 -2.28
H 1.75 -1.86 -3.19
H -1.47 -3.13 1.02
H -2.43 -1.97 1.96
H -1.88 -3.47 2.71
H -1.00 -1.90 4.47
H 0.23 -0.97 6.28
H 1.40 0.26 5.83
H 1.95 -1.37 6.16
H 2.96 -0.54 3.76
H 3.68 -0.11 1.55
H 2.77 -0.68 0.14
H 3.74 -1.81 1.10
```

total charge = +1
spin multiplicity = 2
frontier orbital gap (alpha / beta) = 4.67 / 4.68 eV
HOMO (alpha / beta) = -0.3720 / -0.3721 Ha
expectation value of S² = 0.7541


Computed, not measured: a cluster of 2 separate species, C9H20Cl4O3P in total at a distorted geometry, with wB97M-V/def2-TZVPD.

XYZ file:
```
37
C9H20Cl4O3P (wB97M-V/def2-TZVPD)
C 2.35 -1.46 0.00
C 3.14 -0.34 -0.67
C 3.22 -0.55 -2.18
C 2.73 1.08 -0.30
C 2.75 1.27 1.23
C 1.35 1.55 -0.86
O 0.59 0.53 -1.45
C -0.58 0.17 -0.70
C -1.76 1.12 -0.82
O -2.89 0.35 -0.46
P -2.56 -1.38 -0.39
O -1.02 -1.01 -1.22
H 2.89 -2.38 -0.17
H 1.36 -1.58 -0.41
H 2.34 -1.33 1.08
H 4.17 -0.45 -0.31
H 2.23 -0.78 -2.55
H 3.60 0.34 -2.66
H 3.87 -1.40 -2.40
H 3.49 1.75 -0.69
H 2.93 2.32 1.46
H 1.82 0.93 1.67
H 3.58 0.70 1.64
H 0.79 2.00 -0.04
H 1.52 2.36 -1.57
H -0.29 0.11 0.35
H -1.65 1.85 0.00
H -1.87 1.62 -1.78
H -3.83 -1.70 0.20
H -1.96 -1.27 0.92
H -2.24 -2.81 -0.34
H -3.20 -1.57 -1.69
C -5.37 -0.01 3.02
Cl -6.21 -0.34 4.55
Cl -6.04 1.45 2.29
Cl -3.65 0.23 3.34
Cl -5.58 -1.37 1.92
```

total charge = -1
frontier orbital gap = 6.46 eV
HOMO = -0.1451 Ha